No. 1
Formula: H3NP2S
Source: the Open Molecules 2025 dataset
Level of theory: ωB97M-V/def2-TZVPD

Summary:
Kohn-Sham gap (spin up / spin down), eV: 5.55 / 5.29
Energy above the lowest of the compared OMol25 structures with the same formula, charge and spin, kJ/mol: 224.9
E_HOMO (spin up / spin down), eV: -7.536 / -7.413

Each line ends with the natural charge from an NBO analysis.
Positions of all 7 atoms, in Å:
N  -0.77603  -0.31633  -0.31646  -1.145
P  -1.54201  1.12114  -0.07824  0.785
P  1.01352  -0.86036  -0.37515  0.608
S  2.11797  0.64318  0.21372  -0.629
H  -1.47028  -1.13811  -0.67205  0.441
H  -0.35463  1.94925  0.40184  -0.008
H  1.01146  -1.39876  0.82633  -0.052

***

No. 2
Formula: C5H10
Source: the Open Molecules 2025 dataset
Level of theory: ωB97M-V/def2-TZVPD

Summary:
Kohn-Sham gap, eV: 10.72
Energy above the lowest of the compared OMol25 structures with the same formula, charge and spin, kJ/mol: 379.2
E_HOMO, eV: -9.494

Each line ends with the natural charge from an NBO analysis.
Positions of all 15 atoms, in Å:
C  1.68385  -1.64013  0.14232  -0.570
C  1.14547  -0.23016  0.56800  -0.456
C  -0.06362  0.19152  -0.17805  -0.164
C  -0.95092  0.96221  0.23301  -0.202
C  -2.13429  1.40224  -0.58987  -0.609
H  1.98470  -1.73228  -0.84264  0.191
H  0.72821  -2.61014  0.01658  0.186
H  2.77033  -2.09238  0.78491  0.211
H  0.90222  -0.16291  1.75773  0.199
H  2.01162  0.35128  0.48516  0.216
H  -0.17995  -0.39823  -1.25557  0.174
H  -0.80154  1.36017  1.18641  0.193
H  -2.06925  2.60944  -0.80975  0.211
H  -2.12958  0.70454  -1.56045  0.217
H  -2.89726  1.28484  0.06223  0.205

***

No. 3
Formula: C4H8N2S2
Source: the Open Molecules 2025 dataset
Level of theory: ωB97M-V/def2-TZVPD

Summary:
Kohn-Sham gap, eV: 8.68
Energy above the lowest of the compared OMol25 structures with the same formula, charge and spin, kJ/mol: 319.6
E_HOMO, eV: -8.018

Each line ends with the natural charge from an NBO analysis.
Positions of all 16 atoms, in Å:
C  -1.23105  -2.41300  0.22938  -0.363
C  -0.60046  -1.32567  0.65102  -0.246
C  0.13350  -0.35728  -0.12403  0.354
N  0.16709  0.79427  0.34521  -0.644
S  0.76685  2.11127  -0.34822  0.398
C  0.02460  3.20457  1.01334  -0.746
N  0.80869  -0.66403  -1.31926  -0.819
S  1.96627  -1.87990  -1.57811  0.188
H  -1.13868  -2.75473  -0.81975  0.206
H  -2.03990  -2.97357  0.95569  0.218
H  -0.78029  -0.84687  1.68774  0.232
H  -1.14020  2.75996  1.15051  0.242
H  0.54875  2.77289  1.91506  0.231
H  0.18199  4.35429  0.69590  0.238
H  0.96526  0.10788  -2.06917  0.414
H  1.36758  -2.89009  -2.38531  0.096

***

No. 4
Formula: C33H44CrGeN4O3Se
Source: the Open Molecules 2025 dataset
Level of theory: ωB97M-V/def2-TZVPD

Summary:
<S²>: 0.76
Net charge: -1
Kohn-Sham gap (spin up / spin down), eV: 6.89 / 6.97
Spin multiplicity: 2
Energy above the lowest of the compared OMol25 structures with the same formula, charge and spin, kJ/mol: 0.0
E_HOMO (spin up / spin down), eV: -4.402 / -4.489

Each line ends with the Mulliken charge.
Positions of all 87 atoms, in Å:
Cr  -0.44309  -0.05518  -0.26810  -0.439
C  -3.23808  0.95974  0.82217  -1.389
N  -1.79154  0.95396  0.96274  1.198
C  -1.25578  1.38115  2.05342  -0.237
C  0.15358  1.24697  2.18343  -0.501
C  1.06787  1.55269  3.18198  -1.291
C  2.31959  1.15045  2.68886  -0.921
C  2.09592  0.61575  1.42763  -1.211
N  0.78995  0.67678  1.10376  1.783
C  -3.88143  2.31277  0.99028  0.549
C  -3.39337  3.41354  0.29299  0.013
C  -3.99832  4.65077  0.41590  -0.786
C  -5.10657  4.80862  1.23821  -0.443
C  -5.60053  3.71933  1.93423  -0.665
C  -4.98914  2.47952  1.80976  -0.331
H  -3.67477  0.25391  1.54263  0.129
H  -3.46001  0.56214  -0.17337  0.388
H  -1.85362  1.81341  2.85907  0.380
H  0.85247  1.99865  4.13775  0.518
H  3.27189  1.22981  3.18460  0.471
H  2.81002  0.20917  0.72874  0.365
H  -2.53032  3.29099  -0.34440  0.224
H  -3.60303  5.49509  -0.13216  0.395
H  -5.57744  5.77784  1.33513  0.370
H  -6.45952  3.83358  2.58307  0.372
H  -5.37172  1.63099  2.36363  0.390
C  -3.73527  -3.09911  2.94387  -1.099
C  -2.65263  -4.16383  2.95529  -1.538
C  -1.69745  -4.08192  1.75041  2.613
C  -0.61725  -5.17506  1.85775  -1.514
C  0.35397  -5.17124  0.68805  -0.910
C  -2.52036  -4.35209  0.50105  -0.154
O  -3.07461  -5.41160  0.29518  -0.689
N  -2.63000  -3.31702  -0.39133  0.236
C  -1.96349  -2.11492  -0.25604  0.109
O  -2.03715  -1.26181  -1.16269  -0.722
N  -1.21768  -1.80899  0.80239  1.598
C  -1.00314  -2.70617  1.79985  -1.379
O  -0.30695  -2.45149  2.76315  -0.703
H  -4.36866  -3.18437  3.82689  0.540
H  -4.38120  -3.19032  2.06910  0.241
H  -3.30385  -2.09717  2.94166  0.135
H  -3.09618  -5.16227  2.95590  0.481
H  -2.03455  -4.06433  3.84992  0.456
H  -1.12746  -6.13782  1.93595  0.417
H  -0.08512  -4.99320  2.79364  0.455
H  -0.14882  -5.41575  -0.24849  0.261
H  1.14200  -5.90959  0.83679  0.512
H  0.82979  -4.19881  0.55581  -0.013
H  -3.10578  -3.48534  -1.26761  0.320
C  -0.07805  4.23497  -2.89415  -1.472
Ge  0.54295  2.96108  -1.51019  0.654
C  0.46921  3.96245  0.17900  -1.047
C  2.43032  2.60750  -1.86855  -0.950
C  -0.60474  1.38030  -1.65068  -0.696
H  0.60014  5.08651  -2.95992  0.398
H  -1.07272  4.60930  -2.65432  0.376
H  -0.12703  3.75788  -3.87111  0.374
H  1.14773  4.81116  0.08087  0.514
H  0.79251  3.36523  1.02773  0.232
H  -0.52150  4.35663  0.39008  0.274
H  2.98407  3.54739  -1.83671  0.519
H  2.57890  2.15892  -2.84578  0.204
H  2.85304  1.93467  -1.12679  0.121
H  -0.43205  0.92790  -2.63501  0.675
H  -1.64716  1.72432  -1.63559  0.606
C  6.70554  0.41363  -2.95030  -1.585
C  5.36031  -0.15892  -2.60354  0.786
C  5.15575  -0.85979  -1.42604  -0.965
C  3.90581  -1.35790  -1.07460  0.505
C  3.79063  -2.19006  0.17035  -1.595
C  2.79772  -1.11602  -1.90572  0.737
Se  1.07112  -1.74675  -1.36499  -0.457
C  3.00889  -0.47244  -3.13428  0.320
C  1.91044  -0.25989  -4.13788  -1.630
C  4.27778  -0.00552  -3.45570  -0.384
H  7.46468  0.09009  -2.23886  0.345
H  6.68665  1.50451  -2.93888  0.289
H  7.02548  0.10460  -3.94685  0.360
H  5.99351  -1.03453  -0.75947  0.230
H  4.74661  -2.21697  0.69276  0.358
H  3.50025  -3.21275  -0.07993  0.329
H  3.02073  -1.82958  0.85067  0.292
H  1.04939  -0.89002  -3.91920  0.250
H  2.27439  -0.48541  -5.14185  0.505
H  1.57126  0.78047  -4.14169  0.199
H  4.41627  0.50881  -4.40133  0.345